1.
A gas-phase ion, C8H11N2O (charge +1) in a non-equilibrium geometry. Source: the OMol25 dataset; level of theory: ωB97M-V with the def2-TZVPD basis set.

Geometry as XYZ:
```
22
Properties=species:S:1:pos:R:3:forces:R:3:mulliken_charge:R:1
N 0.954 -0.800 2.262 -1.9 -0.6 0.3 -0.225
C -0.169 -0.540 1.268 0.4 -2.7 -2.9 -0.359
C 0.008 0.473 0.227 1.3 1.8 0.6 0.719
C 0.129 1.875 0.423 -0.3 -1.0 -1.2 -0.686
C 0.146 2.670 -0.702 -0.4 -3.9 -1.2 -0.725
C 0.007 2.123 -2.003 0.0 1.3 -1.5 -0.304
C -0.047 0.743 -2.187 0.8 0.6 0.2 -0.779
C 0.087 -0.074 -1.050 -1.5 0.6 -0.9 0.305
N 0.006 -1.459 -1.061 0.0 0.1 1.3 -0.241
C -0.367 -1.941 0.225 2.7 -0.1 3.2 -0.280
O -1.646 -2.387 0.413 -0.4 0.4 -1.3 -0.488
H 0.744 -1.768 2.620 0.6 1.3 0.2 0.384
H 1.082 -0.077 2.990 -0.4 -0.6 -0.2 0.358
H 1.783 -0.833 1.731 1.6 -0.2 -0.8 0.375
H -1.100 -0.518 1.748 -1.0 0.2 1.3 0.416
H 0.203 2.351 1.387 -0.1 -0.2 0.3 0.383
H 0.252 3.648 -0.601 0.4 4.3 0.4 0.564
H -0.042 2.866 -2.958 0.1 -2.0 2.6 0.251
H -0.085 0.323 -3.186 -0.1 0.0 0.1 0.387
H -0.184 -2.014 -1.868 0.0 -0.1 -0.5 0.209
H 0.334 -2.780 0.606 -0.9 1.1 -0.5 0.358
H -2.097 -1.880 -0.282 -0.9 -0.4 0.3 0.379
```
Forces are in eV/Å.

Values from the calculation:
**Spin multiplicity**: 1
**SMILES**: [NH3+][C@H]1c2ccccc2N[C@@H]1O
**F_max**: 0.0844 hartree/bohr
**E_tot**: -13494.38814 eV
**Total charge**: +1
**LUMO level**: -3.528 eV
**Energy relative to the best compared isomer or geometry (same formula, charge and spin)**: 1.984 eV



2.
A gas-phase ion, C8H11N2O4 (charge -1) in a non-equilibrium geometry. Source: the OMol25 dataset; level of theory: ωB97M-V with the def2-TZVPD basis set.

Geometry as XYZ:
```
25
Properties=species:S:1:pos:R:3:forces:R:3:mulliken_charge:R:1
C 1.692 -0.815 0.017 0.4 0.4 -1.0 0.869
C 3.170 -0.325 0.175 -0.3 0.4 1.0 0.419
C -2.033 -1.486 -0.484 2.3 -0.4 -2.0 0.512
C 0.856 0.139 -0.755 -2.4 0.1 -3.3 0.252
C -0.907 -0.974 0.587 1.3 -0.6 -1.5 0.733
C 1.427 1.457 -1.166 -1.6 0.3 4.7 -2.033
C -1.489 -1.065 1.968 4.0 2.0 -0.5 -1.744
C -1.333 1.197 -0.470 -1.4 -0.7 -1.2 -1.093
N 1.097 -1.653 0.697 -3.0 -1.0 0.9 -0.765
N -0.313 0.334 0.119 -1.4 -0.8 1.1 -0.221
O 4.111 -0.690 -0.511 -0.2 -0.1 0.0 -0.684
O -1.752 -1.169 -1.692 -0.3 -0.3 1.1 -0.771
O 3.020 0.557 1.068 0.7 -0.3 -0.3 -0.676
O -2.961 -2.172 -0.086 -0.3 0.2 0.8 -0.688
H 0.308 -0.277 -1.653 1.2 -0.5 0.8 0.455
H 1.981 1.361 -1.965 3.6 -0.7 -3.8 0.471
H 1.928 1.783 -0.259 0.8 0.6 -0.4 0.487
H 0.754 2.214 -1.448 -1.5 0.6 -0.2 0.577
H -0.817 -1.742 2.439 -0.1 -1.0 1.0 0.398
H -2.452 -1.292 1.831 -3.6 -1.8 0.0 0.547
H -1.491 -0.148 2.528 0.4 0.8 0.3 0.336
H -2.254 1.283 0.075 -0.3 -0.6 1.0 0.355
H -1.041 2.202 -0.555 0.9 1.1 -0.5 0.299
H -1.632 0.616 -1.397 0.5 1.2 0.6 0.551
H 0.130 0.667 0.938 0.2 1.2 1.5 0.411
```
Forces are in eV/Å.

Values from the calculation:
**Spin multiplicity**: 1
**F_max**: 0.1031 hartree/bohr
**E_tot**: -19642.26223 eV
**Total charge**: -1
**LUMO level**: 3.086 eV
**Energy relative to the best compared isomer or geometry (same formula, charge and spin)**: 3.446 eV